ORCA calculation (wB97M-V/def2-TZVPD) on 2 unconnected molecules or ions with the total composition C2H4O2S.

Atoms and positions in Å:
C1 -0.109 -1.120 -0.387
C2 0.675 -0.888 0.905
O1 1.065 -1.773 0.105
O2 -0.482 1.996 -0.822
S1 0.973 -0.265 2.303
H1 -1.033 -1.734 -0.514
H2 0.178 -0.432 -1.133
H3 -0.860 2.803 -0.479
H4 -0.407 1.414 0.021

**Gap between HOMO and LUMO**: 0.358 Ha
**SMILES**: S=C1CO1.O
**ΔE to the lowest compared entry with this formula, charge and spin**: 253.51 kJ/mol
**Charge**: 0
**Strongest force on any atom**: 4.099 eV Å⁻¹
**Highest occupied orbital energy**: -9.24 eV

These are the Mulliken partial charges, in e, on atoms 1 to 2: C -0.308; C 0.418